Below is a cluster of 10 separate species, H20O10 in total in a non-equilibrium geometry, with properties calculated with ωB97M-V/def2-TZVPD.

Output
multiplicity	1
E_LUMO	-0.236	eV
HOMO	-9.4	eV
relative energy (zero: lowest compared OMol25 entry of this formula, charge and spin)	3.157	eV
energy	-764.36590	hartree

Geometry as XYZ:
```
30
Properties=species:S:1:pos:R:3:forces:R:3
O -5.065333 -24.037116 12.501999 -0.8 1.7 -0.2
H -4.937914 -24.967041 12.596563 0.3 -1.2 -0.1
H -5.641833 -23.770437 13.229980 0.4 -0.1 -0.2
O -4.672614 -26.678868 13.008953 -0.7 -0.6 -1.0
H -4.927755 -26.237409 13.814353 0.1 0.0 0.9
H -5.505478 -26.910366 12.547029 0.7 0.0 0.4
O -2.854220 -21.852305 13.984970 -0.4 0.1 0.5
H -2.653387 -22.697663 13.519556 -0.2 0.6 0.2
H -3.742109 -21.951196 14.394881 1.3 -0.2 -0.8
O -5.165729 -22.785528 18.647400 0.4 -1.2 0.1
H -5.428335 -21.881724 18.559102 -0.4 0.6 -0.2
H -5.648045 -23.321211 17.991331 0.1 0.6 0.2
O -2.129379 -24.079296 12.618502 -0.6 0.8 -1.1
H -2.957911 -24.479222 12.865407 -0.8 -0.1 -0.2
H -1.566952 -24.457822 13.261255 1.6 -0.9 1.0
O -1.395012 -25.046600 16.702558 -1.1 -0.2 0.7
H -1.787429 -24.630146 17.471697 -0.5 0.0 0.2
H -0.506941 -24.759335 16.784444 1.6 0.4 -0.2
O -6.382445 -23.931464 16.286394 -0.4 -1.5 1.8
H -6.771042 -24.762545 16.003388 -0.2 0.0 0.0
H -6.184472 -23.419832 15.533637 0.3 1.5 -1.7
O -3.845916 -24.616455 15.166846 -0.4 -0.3 -0.9
H -3.168773 -24.882216 15.769177 1.0 -0.3 0.4
H -4.597126 -24.481467 15.731000 -0.7 0.3 0.6
O -5.486937 -21.882255 14.636760 -0.6 -2.1 -0.8
H -5.521715 -21.124256 15.153660 0.1 2.2 1.9
H -6.054744 -21.645562 13.913208 -0.3 0.1 -1.0
O -0.751539 -25.896138 14.295096 0.7 -0.3 -1.1
H -1.107823 -25.657036 15.143568 -0.1 0.0 0.5
H 0.212388 -25.818961 14.341217 -0.4 0.0 0.1
```
Forces are in eV/Å.

***

Below is a cluster of 10 separate species, H20O10 in total in a non-equilibrium geometry, with properties calculated with ωB97M-V/def2-TZVPD.

Output
multiplicity	1
E_LUMO	-0.316	eV
HOMO	-10.7	eV
relative energy (zero: lowest compared OMol25 entry of this formula, charge and spin)	3.135	eV
energy	-764.36670	hartree

Geometry as XYZ:
```
30
Properties=species:S:1:pos:R:3:forces:R:3
O 2.690233 -2.607467 -0.214933 -0.3 -0.9 1.9
H 2.181233 -1.822467 -0.045933 -0.2 0.5 0.1
H 2.980233 -2.567467 -1.090933 0.7 0.4 -2.0
O -2.648767 -0.753467 -0.639933 0.1 0.1 -0.5
H -3.557767 -0.553467 -0.814933 -0.9 0.5 -1.0
H -2.784767 -1.078467 0.234067 0.8 -0.6 1.3
O 1.592233 -1.166467 -2.754933 0.4 1.0 -0.3
H 0.933233 -1.392467 -2.116933 -0.7 -0.4 0.9
H 1.900233 -1.995467 -3.087933 0.2 -0.8 -0.5
O 0.162233 -2.170467 1.238067 0.6 -1.0 -0.9
H -0.264767 -2.190467 2.063067 -0.6 -0.4 1.8
H 0.049233 -1.271467 0.964067 -0.1 1.4 -0.9
O 0.078233 0.402533 0.125067 1.4 -1.5 -1.5
H 0.944233 0.631533 0.501067 0.0 0.2 0.1
H -0.561767 0.811533 0.660067 -1.1 1.1 1.1
O -2.654767 0.021533 2.338067 2.3 0.2 0.3
H -2.252767 -0.833467 2.547067 -0.5 0.2 0.0
H -3.568767 -0.056467 2.205067 -1.9 -0.5 -0.1
O -0.791767 2.138533 2.118067 1.2 -0.1 0.9
H -0.722767 2.848533 1.477067 -0.8 -0.2 -0.2
H -1.581767 1.592533 2.156067 -0.5 0.5 -0.5
O -0.546767 0.737533 -2.927933 0.1 1.3 -0.8
H 0.245233 0.224533 -3.030933 0.8 -0.3 -0.4
H -1.069767 0.230533 -2.339933 -1.0 -0.7 1.1
O 2.531233 0.565533 1.407067 -0.9 -1.8 -0.1
H 2.105233 0.352533 2.246067 0.1 0.0 0.0
H 2.886233 1.415533 1.525067 0.8 1.9 0.2
O 0.871233 3.045533 -1.320933 -1.4 0.2 -1.3
H 0.605233 2.119533 -1.374933 0.3 -0.6 0.5
H 0.251233 3.321533 -2.043933 0.9 0.3 0.8
```
Forces are in eV/Å.

***

Below is a cluster of 10 separate species, H20O10 in total, with properties calculated with ωB97M-V/def2-TZVPD.

Output
multiplicity	1
E_LUMO	-0.409	eV
HOMO	-9.8	eV
relative energy (zero: lowest compared OMol25 entry of this formula, charge and spin)	3.180	eV
energy	-764.36505	hartree

Geometry as XYZ:
```
30
Properties=species:S:1:pos:R:3:forces:R:3
O 1.692702 24.400470 0.110803 0.4 0.2 0.1
H 1.564302 23.656287 0.698966 -0.1 -0.2 -0.1
H 1.455380 25.164938 0.635677 -0.1 0.2 0.1
O 0.055195 23.107279 -1.899454 0.1 0.3 -0.7
H -0.684729 23.214279 -2.497198 -0.1 -0.1 -0.2
H -0.318130 22.677469 -1.129956 0.1 -0.2 0.5
O -3.801045 20.928525 2.343274 -0.3 0.1 0.4
H -3.814690 21.163051 1.415354 0.1 0.1 -0.2
H -3.031018 20.367856 2.437807 0.3 -0.2 0.0
O -0.275138 22.178323 0.651570 -0.4 0.1 -0.3
H 0.452204 22.174583 1.273816 0.1 0.0 0.3
H -0.861307 21.488842 0.963421 -0.2 -0.3 0.2
O -2.517650 18.778635 -0.165888 -0.7 -0.6 0.3
H -1.630796 18.696318 0.184745 0.0 0.2 -0.4
H -2.550052 19.662645 -0.531545 0.1 0.5 -0.2
O 0.078769 18.874266 0.394582 0.4 -0.2 0.4
H 0.214872 18.031014 0.826596 0.2 -0.5 -0.1
H 0.956462 19.156504 0.137225 0.2 0.3 -0.3
O -0.833383 20.081804 2.856824 -0.2 0.2 0.2
H -0.168887 20.266481 3.520581 0.0 0.1 0.3
H -0.577046 19.235887 2.489479 0.0 -0.1 -0.3
O 1.689503 22.422917 2.560184 0.2 -0.1 0.1
H 1.691474 21.735747 3.226537 0.0 -0.2 0.1
H 1.997905 23.203834 3.019841 0.1 0.3 0.1
O -2.569321 21.583799 -1.097257 0.0 -0.7 -0.6
H -3.286590 21.657319 -1.726829 -0.1 -0.1 -0.3
H -2.548483 22.433424 -0.656888 0.1 0.4 0.6
O -3.087930 23.332299 0.775559 -0.1 0.3 -0.1
H -2.694506 23.917719 1.422648 0.3 0.0 0.2
H -3.942654 23.720667 0.588867 -0.3 0.1 0.0
```
Forces are in eV/Å.

***

Below is a cluster of 10 separate species, H20O10 in total, with properties calculated with ωB97M-V/def2-TZVPD.

Output
multiplicity	1
E_LUMO	-0.435	eV
HOMO	-10.5	eV
relative energy (zero: lowest compared OMol25 entry of this formula, charge and spin)	2.707	eV
energy	-764.38244	hartree

Geometry as XYZ:
```
30
Properties=species:S:1:pos:R:3:forces:R:3
O 1.426856 -1.384196 2.237584 -0.1 0.2 -0.2
H 1.167838 -0.872500 1.456462 0.1 -0.1 0.1
H 0.615920 -1.508809 2.738328 0.1 -0.1 0.0
O -1.193540 -3.155009 -0.840890 0.2 -0.1 0.0
H -0.675651 -2.354313 -0.695534 -0.2 0.1 0.1
H -2.038376 -2.966826 -0.419300 0.0 0.1 -0.1
O -3.341316 -0.550363 -2.202721 0.0 0.1 0.1
H -3.939170 0.195322 -2.090526 0.0 -0.1 0.0
H -2.459984 -0.186118 -2.034678 0.0 -0.1 0.0
O -0.415750 3.476194 0.488816 0.1 0.0 0.1
H -0.778950 2.887836 1.159847 0.0 0.0 -0.2
H 0.384016 3.837546 0.890850 -0.1 -0.1 0.0
O -0.533325 -0.778898 -3.645742 0.1 0.2 0.3
H -1.126175 -1.523978 -3.491132 0.0 0.0 0.0
H 0.206907 -0.920416 -3.030943 -0.2 -0.3 -0.4
O 2.203611 0.582517 0.058627 0.2 0.1 0.0
H 2.353120 1.140905 -0.713703 -0.1 0.0 0.1
H 2.976285 0.728480 0.620812 -0.2 0.0 0.0
O -1.052705 1.065012 2.327516 -0.1 0.0 0.2
H -1.159294 1.659583 3.080546 -0.1 -0.1 -0.1
H -1.112034 0.178719 2.703903 -0.1 0.1 -0.1
O -0.807866 -0.140200 -0.369595 0.3 -0.1 0.0
H -0.778387 0.522287 0.334487 -0.1 0.0 -0.2
H 0.053273 -0.069057 -0.805275 -0.1 0.1 0.1
O 1.740077 -1.783159 -2.222660 0.2 -0.1 0.2
H 2.649055 -1.506969 -2.383583 -0.1 0.0 0.0
H 1.815162 -2.576577 -1.677976 -0.1 0.1 -0.1
O 1.652207 2.094784 2.809383 0.0 0.2 -0.3
H 1.085351 2.225867 3.573539 0.1 0.0 0.1
H 1.082845 1.682337 2.143558 0.2 -0.1 0.2
```
Forces are in eV/Å.

***

Below is a cluster of 10 separate species, H20O10 in total, with properties calculated with ωB97M-V/def2-TZVPD.

Output
multiplicity	1
E_LUMO	0.098	eV
HOMO	-11.2	eV
relative energy (zero: lowest compared OMol25 entry of this formula, charge and spin)	3.671	eV
energy	-764.34701	hartree

Geometry as XYZ:
```
30
Properties=species:S:1:pos:R:3:forces:R:3
O -0.946073 -3.235464 -2.917887 -0.2 0.1 0.2
H -0.137407 -3.715179 -2.738561 0.2 -0.1 0.1
H -1.097505 -3.362019 -3.854532 -0.1 0.0 -0.3
O -1.244605 2.353293 -5.052557 0.3 0.0 0.1
H -2.092325 2.450452 -4.618789 -0.2 0.1 0.2
H -1.453137 1.966932 -5.903125 0.0 -0.1 -0.2
O -4.173837 -5.582666 -0.769586 -0.1 0.0 0.2
H -4.239314 -6.309990 -1.388400 0.0 -0.2 -0.1
H -3.554968 -4.976331 -1.176508 0.2 0.2 -0.1
O 2.995767 2.679968 -3.717236 0.2 -0.2 0.1
H 2.067717 2.502664 -3.870599 -0.3 -0.1 -0.1
H 3.117475 3.585462 -4.002725 0.0 0.2 -0.1
O -3.802164 -3.199477 3.335012 -0.2 0.2 0.0
H -3.585216 -3.661960 2.525521 0.0 -0.1 -0.2
H -3.066420 -3.381116 3.919753 0.2 0.0 0.2
O 2.999089 3.962869 2.600742 0.1 0.2 -0.1
H 2.198870 3.469061 2.421744 -0.2 -0.1 -0.1
H 3.517999 3.384523 3.159735 0.2 -0.1 0.1
O -0.147438 0.552557 0.406475 0.1 0.1 0.3
H 0.259993 0.805021 -0.422063 0.2 0.1 -0.2
H -0.941772 0.083903 0.150322 -0.2 -0.2 0.0
O -2.627079 3.480873 3.680423 0.1 0.1 0.2
H -2.420123 2.918564 2.933958 0.1 -0.2 -0.2
H -3.562698 3.662569 3.591889 -0.2 0.1 0.0
O 0.422627 -2.274491 5.178583 -0.2 -0.1 0.0
H 0.663670 -1.392650 4.894926 0.0 0.2 -0.1
H 1.237061 -2.649990 5.513147 0.2 -0.1 0.1
O 6.694734 1.609823 -1.225929 0.1 -0.2 0.1
H 7.023273 2.463262 -0.943182 0.1 0.2 0.1
H 5.893807 1.809540 -1.710547 -0.3 0.0 -0.2
```
Forces are in eV/Å.

***

Below is a cluster of 10 separate species, H20O10 in total, with properties calculated with ωB97M-V/def2-TZVPD.

Output
multiplicity	1
E_LUMO	0.154	eV
HOMO	-10.8	eV
relative energy (zero: lowest compared OMol25 entry of this formula, charge and spin)	3.675	eV
energy	-764.34687	hartree

Geometry as XYZ:
```
30
Properties=species:S:1:pos:R:3:forces:R:3
O -12.267659 -4.249069 3.973027 0.0 -0.3 0.0
H -11.676516 -3.672668 3.488750 0.1 0.1 -0.2
H -12.537018 -3.732989 4.732850 -0.1 0.1 0.2
O -9.865333 -1.413121 6.605888 -0.3 0.1 0.1
H -9.429501 -0.917531 5.912585 0.1 0.1 -0.2
H -9.297917 -2.169839 6.753005 0.1 -0.2 0.0
O -13.223363 -0.681260 9.523753 -0.2 -0.1 0.0
H -13.231814 0.216781 9.854944 0.0 0.2 0.1
H -12.457269 -0.718657 8.951104 0.3 -0.1 -0.2
O -17.817601 -4.045144 3.420112 -0.1 0.1 -0.2
H -17.825265 -3.689166 4.308623 0.0 0.1 0.2
H -17.262034 -4.822484 3.477823 0.2 -0.3 0.0
O -15.482386 -8.060344 3.394624 -0.2 0.1 0.0
H -15.408332 -8.929245 3.789282 0.0 -0.2 0.1
H -14.578194 -7.758626 3.307203 0.2 0.2 0.0
O -17.618657 -1.959304 7.765523 -0.1 -0.1 -0.2
H -16.741167 -1.692694 8.039686 0.3 0.0 0.1
H -18.176608 -1.756792 8.516463 -0.2 0.0 0.2
O -13.571180 0.699280 4.008902 0.0 -0.1 -0.2
H -13.816273 0.622890 4.931033 -0.1 -0.1 0.2
H -12.984035 1.454641 3.978412 0.1 0.2 -0.1
O -12.619828 -4.853375 -1.830460 -0.2 0.1 -0.1
H -11.830407 -4.470792 -1.447467 0.2 0.2 0.2
H -12.336342 -5.704475 -2.164384 0.0 -0.2 -0.1
O -8.685137 -2.618023 -0.165409 -0.1 -0.2 0.2
H -8.143796 -2.865029 -0.915183 0.1 -0.1 -0.2
H -8.624766 -1.663378 -0.129948 0.0 0.3 0.0
O -6.948916 -4.243703 3.954100 -0.1 0.1 0.2
H -7.315261 -4.324672 3.073495 -0.2 0.0 -0.2
H -6.047300 -4.553483 3.868368 0.2 -0.1 0.0
```
Forces are in eV/Å.

***

The lowest E_LUMO belongs to which entry? number 4

***

What is the formula in the third record? H20O10

***

Look up the E_LUMO of the third one. -0.409 eV